DFT (ωB97M-V with the def2-TZVPD basis set) results for a structure of composition C30H42N6O6OsPS.

The geometry in XYZ format:
```
87
Properties=species:S:1:pos:R:3:forces:R:3
Os -0.1212 0.0209 -0.1169 -0.1 -0.1 0.1
S -2.6448 -1.9103 -0.6579 -0.1 0.0 0.1
P 1.4799 -0.5361 -1.7392 0.0 0.1 0.0
O -1.5485 -0.9549 -1.2342 0.2 0.0 -0.2
O 1.3032 0.7152 1.0603 0.1 0.0 -0.1
O -0.4309 3.5058 -2.8816 -0.1 -0.2 0.0
O -0.1665 -1.6016 0.9965 0.0 -0.1 0.0
O -0.4363 1.5319 -1.1909 -0.1 0.1 0.0
O 0.4696 2.4593 2.2039 0.0 0.0 0.0
N -1.5515 0.5144 1.2453 0.1 0.0 -0.1
N 1.4491 1.7744 4.5370 0.0 0.0 0.0
N -1.6840 -0.3988 2.2822 0.0 -0.2 0.1
N 3.8757 -1.4498 -2.6460 0.0 0.0 0.0
N 2.0674 -1.4062 -4.2528 0.0 0.0 0.0
N 3.1462 0.6761 -3.5869 0.0 0.0 0.0
C 3.0598 -1.4280 -1.4292 0.0 0.0 0.0
C -5.1738 -1.5205 -1.5701 0.0 0.0 0.0
C 1.7618 0.8438 3.3874 0.0 0.0 0.0
C 3.2994 0.7775 3.3209 0.0 0.0 0.0
C -1.3073 2.5383 -0.9141 0.0 0.0 0.1
C 2.1813 1.0040 -2.4876 0.0 0.0 0.0
C -0.8936 -2.5203 3.0803 0.0 0.0 0.0
C -3.1949 -2.8381 -2.1015 0.0 0.0 0.0
C -2.2582 1.5794 1.2470 0.0 0.0 -0.1
C -0.8096 -4.5524 4.9662 0.0 0.0 0.0
C -2.1305 4.6893 -1.6435 0.0 -0.1 -0.1
C -4.1860 -0.9419 -0.5477 0.0 0.0 0.0
C -0.9378 -1.4468 2.0855 -0.1 0.1 0.1
C 3.2237 -2.1513 -3.7526 0.0 0.0 0.0
C -2.1666 2.5941 0.2102 0.0 0.0 0.0
C -2.9803 4.7420 -0.5560 0.0 0.0 0.0
C 4.3240 -0.1687 -3.0608 0.0 0.0 0.0
C 3.7607 1.2840 4.6904 0.0 0.0 0.0
C 2.4578 -0.1219 -4.7136 0.0 0.0 0.0
C -0.0488 -3.6152 2.8893 0.0 0.0 0.0
C -1.3057 3.5835 -1.8406 0.0 0.2 -0.1
C -1.6557 -3.4648 5.1583 0.0 0.0 0.0
C -3.0016 3.6982 0.3582 0.0 0.1 0.0
C -1.7001 -2.4493 4.2218 0.0 0.0 0.0
C 2.7559 2.3741 5.0116 0.0 0.0 0.0
C -0.0086 -4.6266 3.8345 0.0 0.0 0.0
C -4.7041 -2.9356 -1.9136 0.0 0.0 0.0
C -0.9858 3.7845 -4.1789 0.0 0.1 0.0
C 0.9613 -1.3738 -3.2930 0.0 0.0 0.0
C 1.0949 1.4274 2.1471 -0.1 0.0 0.1
H 4.7771 0.3906 -2.2434 0.0 0.0 0.0
H 0.1028 -0.8500 -3.7182 0.0 0.0 0.0
H -5.1820 -0.9022 -2.4675 0.0 0.0 0.0
H 3.6057 -0.9434 -0.6171 0.0 0.0 0.0
H -3.6662 3.7458 1.2112 0.0 0.0 0.0
H 1.6050 0.4690 -5.0452 0.0 0.0 0.0
H -3.9033 0.0933 -0.7413 0.0 0.0 0.0
H 2.6685 2.6427 6.0606 0.0 0.0 0.0
H -1.4283 4.7770 -4.2282 0.0 0.0 0.0
H 2.8505 -2.4516 -1.1143 0.0 0.0 0.0
H 3.9423 -2.2756 -4.5629 0.0 0.0 0.0
H 3.7173 0.4893 5.4372 0.0 0.0 0.0
H -1.7387 3.0368 -4.4331 0.0 0.0 0.0
H 3.6343 -0.2351 3.1117 0.0 0.0 0.0
H 3.6690 1.4298 2.5285 0.0 0.0 0.0
H 0.6445 -2.3945 -3.0731 0.0 0.0 0.0
H -3.6201 5.6008 -0.4095 0.0 0.0 0.0
H 5.0277 -0.2547 -3.8885 0.0 0.0 0.0
H 2.9048 -3.1371 -3.4200 0.0 0.0 0.0
H -2.9562 1.7339 2.0653 0.0 0.0 0.0
H -2.2847 -3.4173 6.0368 0.0 0.0 0.0
H -0.1589 3.7404 -4.8816 0.0 0.0 0.0
H 2.9231 3.2726 4.4197 0.0 0.0 0.0
H 4.7769 1.6705 4.6751 0.0 0.0 0.0
H 1.3180 -0.1299 3.5996 0.0 0.0 0.0
H 0.9903 1.2722 5.2955 0.0 0.0 0.0
H 3.5142 1.5449 -3.9801 0.0 0.0 0.0
H -4.5241 -1.0309 0.4842 0.0 0.0 0.0
H -2.0917 5.5108 -2.3453 0.0 0.0 0.0
H 0.8015 2.4903 4.1772 0.0 0.0 0.0
H -2.6722 -3.7917 -2.1279 0.0 0.0 0.0
H 2.7075 1.5762 -1.7214 0.0 0.0 0.0
H -4.9455 -3.6355 -1.1109 0.0 0.0 0.0
H 3.1915 -0.2032 -5.5152 0.0 0.0 0.0
H 1.3744 1.6290 -2.8769 0.0 0.0 0.0
H 0.6421 -5.4778 3.6876 0.0 0.0 0.0
H -2.3627 -1.6059 4.3579 0.0 0.0 0.0
H 0.5647 -3.6718 2.0013 0.0 0.0 0.0
H -0.7809 -5.3472 5.6995 0.0 0.0 0.0
H -2.9261 -2.2300 -2.9674 0.0 0.0 0.0
H -5.1686 -3.3147 -2.8223 0.0 0.0 0.0
H -6.1823 -1.5212 -1.1621 0.0 0.0 0.0
```
Positions in Å, forces in eV/Å.

Its spin multiplicity is 1. The calculation puts the energy above the lowest of the compared OMol25 structures with the same formula, charge and spin at 24.76 kJ/mol. As for the energy: -2777.711589 a.u. Its highest occupied orbital energy (spin up / spin down) is -15.334 / -15.334 eV. Its charge is +3.

=====

DFT (ωB97M-V with the def2-TZVPD basis set) results for a structure of composition Cl8Mg6 in a non-equilibrium geometry.

The geometry in XYZ format:
```
14
Properties=species:S:1:pos:R:3:forces:R:3
Cl -2.0229 0.5814 1.1781 -0.7 0.2 0.4
Cl -2.1524 0.8625 -2.5522 -1.4 1.1 -1.8
Cl -0.1773 -2.6858 2.6698 0.6 0.1 -0.4
Cl 2.4587 -2.7878 0.2792 1.3 -0.7 -1.9
Cl -0.6232 -2.4871 -1.2925 -0.6 0.8 -0.3
Cl 1.5095 0.6092 -1.0669 0.3 1.0 0.0
Cl -0.3560 4.8927 0.1793 0.5 -1.0 -0.6
Cl 2.3062 0.1556 2.6574 0.2 -0.5 -0.5
Mg 2.0596 -2.1459 2.3084 -1.5 1.5 2.4
Mg -0.8297 0.1296 -0.9618 2.0 -1.3 1.6
Mg 3.3321 2.8505 -0.6498 -1.6 -0.7 0.6
Mg 1.1567 -3.8603 -1.1695 -0.3 0.0 0.4
Mg -3.9332 1.1834 2.2578 0.8 -0.3 0.0
Mg -2.7282 2.7018 -3.8372 0.3 -0.1 0.3
```
Positions in Å, forces in eV/Å.

Its spin multiplicity is 1. As for the energy: -4880.854717 a.u. Its highest occupied orbital energy is -18.398 eV. Its charge is +4.

=====

DFT (ωB97M-V with the def2-TZVPD basis set) results for a structure of composition C5H10O2 in a non-equilibrium geometry.

The geometry in XYZ format:
```
17
Properties=species:S:1:pos:R:3:forces:R:3
O 0.2266 1.1152 -0.8764 0.5 -3.1 0.3
O 2.6760 -0.0144 -0.6160 0.4 0.2 -0.1
C 1.7366 -0.7313 0.1183 -0.2 0.0 0.2
C 0.3964 -0.7040 -0.5487 -0.2 2.4 -0.5
C -0.6688 1.4854 0.0947 -1.2 0.3 0.4
C -1.7192 0.4275 0.2344 1.1 -3.1 0.4
C -0.7996 -1.0646 0.2491 -1.5 2.8 0.3
H 0.4092 -1.0437 -1.5787 0.0 0.1 0.0
H -2.3427 0.5243 1.1347 0.2 -0.2 -0.3
H -2.3343 0.3415 -0.6653 0.0 0.2 0.2
H 1.6337 -0.3666 1.1536 0.0 0.1 -0.1
H -1.3202 2.3141 -0.2086 0.7 0.7 -0.3
H -1.4216 -1.8344 -0.1915 0.1 -0.1 0.0
H -0.2147 1.7625 1.0617 0.0 -0.2 -0.1
H -0.5820 -1.2643 1.3001 0.1 -0.1 -0.2
H 2.1038 -1.7541 0.1851 -0.1 -0.3 0.0
H 2.2206 0.8070 -0.8464 0.0 0.2 -0.1
```
Positions in Å, forces in eV/Å.

Its spin multiplicity is 1. The calculation puts the energy above the lowest of the compared OMol25 structures with the same formula, charge and spin at 283.43 kJ/mol. As for the energy: -346.917479 a.u. Its highest occupied orbital energy is -9.839 eV.

=====

DFT (ωB97M-V with the def2-TZVPD basis set) results for an isolated molecule of C4H6FN3 in a non-equilibrium geometry.

The geometry in XYZ format:
```
14
Properties=species:S:1:pos:R:3:forces:R:3
F 3.6468 -0.8690 -0.1445 -0.9 1.2 0.2
N 1.0931 1.7378 -0.0325 -0.5 0.7 0.6
N 0.3047 0.6074 0.0218 1.3 0.0 -1.0
N 0.6455 -1.8325 -0.1877 -1.7 0.8 0.4
C 2.6097 0.0121 0.0290 -5.6 -1.2 -0.9
C -1.0919 0.7054 0.0337 -3.4 0.3 -0.1
C 0.9499 -0.5098 -0.0931 7.8 0.0 0.5
C 2.3813 1.3936 -0.0506 1.3 -0.3 0.9
H 3.1256 2.2312 0.1344 -1.0 -1.3 -0.7
H -0.2895 -2.1442 0.1029 1.1 -0.2 -0.5
H 1.3757 -2.4443 -0.5218 -0.4 0.0 0.3
H -1.5162 0.1794 0.8782 0.2 -0.4 0.6
H -1.4220 1.7580 0.2853 0.5 -1.1 -1.1
H -1.6660 0.1587 -0.8310 1.4 1.6 0.9
```
Positions in Å, forces in eV/Å.

Its spin multiplicity is 1. The calculation puts the energy above the lowest of the compared OMol25 structures with the same formula, charge and spin at 282.91 kJ/mol. As for the energy: -420.035888 a.u. Its highest occupied orbital energy is -7.311 eV. Its SMILES is Cn1ncc(F)c1N.

=====

DFT (ωB97M-V with the def2-TZVPD basis set) results for a cluster of 2 separate species, H2NP in total in a non-equilibrium geometry.

The geometry in XYZ format:
```
4
Properties=species:S:1:pos:R:3:forces:R:3
P -0.3053 0.4706 -0.6809 -2.8 0.9 -2.3
N 0.4903 -0.1166 0.4295 2.1 -1.1 2.3
H 0.5498 1.1946 -1.5706 0.6 0.1 0.1
H -0.7348 -1.5487 1.8220 0.0 0.1 -0.1
```
Positions in Å, forces in eV/Å.

Its spin multiplicity is 1. The calculation puts the energy above the lowest of the compared OMol25 structures with the same formula, charge and spin at 428.10 kJ/mol. As for the energy: -397.095621 a.u. Its highest occupied orbital energy (spin up / spin down) is -9.840 / -9.658 eV.